--- one ---
{
  "formula": "C4H4N3",
  "method": "ωB97M-V with the def2-TZVPD basis set",
  "homo_lumo_gap_ev": 10.04,
  "mol_weight_g_mol": 94.10,
  "smiles": "N#C[n+]1cc[nH]c1",
  "e_homo_ev": -15.41,
  "charge": 1,
  "lumo_ev": -5.36,
  "elements": ["N", "C", "N", "C", "C", "N", "C", "H", "H", "H", "H"],
  "coordinates": [[3.51, 0.00, 0.00], [2.40, -0.09, -0.06], [0.68, 0.02, -0.01], [-0.08, 1.15, 0.01], [-1.37, 0.68, -0.02], [-1.36, -0.67, -0.04], [-0.05, -1.08, 0.05], [0.49, 2.01, 0.31], [-2.33, 1.07, -0.21], [-2.25, -1.08, -0.27], [0.36, -2.01, 0.24]],
  "lowdin_charge": [0.202, -0.003, 0.045, 0.016, -0.016, 0.139, -0.005, 0.145, 0.138, 0.190, 0.148]
}



--- two ---
{
  "formula": "C4H4N3",
  "method": "ωB97M-V with the def2-TZVPD basis set",
  "homo_lumo_gap_ev": 8.55,
  "mol_weight_g_mol": 94.10,
  "smiles": "C=C=C1C=NN=[NH+]1",
  "e_homo_ev": -15.70,
  "charge": 1,
  "lumo_ev": -7.15,
  "elements": ["C", "C", "C", "C", "N", "N", "N", "H", "H", "H", "H"],
  "coordinates": [[-0.43, 0.32, 2.21], [-0.30, 0.35, 0.94], [0.09, 0.18, -0.34], [1.06, 0.54, -1.32], [0.75, -0.13, -2.41], [-0.24, -0.96, -2.19], [-0.70, -0.79, -1.02], [0.20, -0.52, 2.78], [-1.05, 1.02, 2.77], [2.02, 1.12, -1.08], [-1.39, -1.11, -0.35]],
  "lowdin_charge": [0.135, 0.081, -0.188, 0.025, 0.081, 0.104, 0.101, 0.187, 0.115, 0.173, 0.186]
}



The computed energies, referenced to the most stable structure and given in hartree, are one 0.0000; two 0.0566.



--- one ---
{
  "formula": "C2H6N4O2",
  "method": "ωB97M-V with the def2-TZVPD basis set",
  "homo_lumo_gap_ev": 9.08,
  "mol_weight_g_mol": 118.10,
  "smiles": "[H]/N=C(/NO)N/C=N\\O",
  "e_homo_ev": -8.81,
  "charge": 0,
  "lumo_ev": 0.27,
  "elements": ["H", "N", "C", "N", "O", "N", "C", "N", "O", "H", "H", "H", "H", "H"],
  "coordinates": [[-0.03, 0.22, -1.69], [0.41, -0.69, -1.56], [0.64, -0.65, -0.27], [1.05, -1.58, 0.48], [0.78, -1.35, 1.80], [0.36, 0.51, 0.57], [-0.18, 1.63, 0.17], [-1.32, 1.76, -0.53], [-1.73, 0.41, -1.04], [0.96, -2.41, -0.16], [-0.11, -1.94, 2.07], [1.22, 0.75, 1.20], [-0.03, 2.56, 0.94], [-2.01, 0.79, -1.98]],
  "lowdin_charge": [0.007, 0.129, -0.526, -0.054, -0.060, 0.050, -0.269, -0.004, -0.193, 0.192, 0.217, 0.190, 0.173, 0.148]
}



--- two ---
{
  "formula": "C2H6N4O2",
  "method": "ωB97M-V with the def2-TZVPD basis set",
  "homo_lumo_gap_ev": 10.01,
  "mol_weight_g_mol": 118.10,
  "e_homo_ev": -9.77,
  "charge": 0,
  "lumo_ev": 0.24,
  "elements": ["C", "C", "H", "H", "H", "H", "H", "H", "N", "N", "N", "N", "O", "O"],
  "coordinates": [[-0.87, 0.83, -0.15], [1.12, -0.55, -0.27], [-1.09, -1.89, 0.65], [-0.87, -0.56, 1.42], [-2.47, 0.24, -0.41], [1.80, 2.09, 0.10], [0.28, -0.99, -0.94], [2.47, -1.37, -1.07], [-1.54, -0.97, 0.85], [-1.65, -0.28, -0.34], [0.40, 0.50, 0.38], [2.34, -0.53, -0.46], [-1.05, 1.84, -0.81], [1.13, 1.65, 1.06]],
  "lowdin_charge": [-0.536, -0.275, 0.098, 0.040, 0.113, 0.268, 0.158, 0.076, 0.016, 0.002, -0.114, 0.114, 0.115, -0.073]
}



The computed energies, referenced to the most stable structure and given in hartree, are one 0.0399; two 0.0000.



--- one ---
{
  "formula": "CH14NO4",
  "method": "ωB97M-V with the def2-TZVPD basis set",
  "homo_lumo_gap_ev": 10.76,
  "mol_weight_g_mol": 104.13,
  "e_homo_ev": -13.97,
  "charge": 1,
  "lumo_ev": -3.21,
  "elements": ["C", "N", "H", "H", "H", "H", "H", "H", "H", "H", "O", "H", "H", "O", "H", "H", "O", "H", "H", "O"],
  "coordinates": [[-1.22, -1.44, -0.79], [-0.37, -1.40, 0.42], [-0.84, -0.73, -1.50], [-1.35, -2.44, -1.16], [-2.20, -1.03, -0.63], [-0.55, -2.15, 1.09], [-0.47, -0.50, 0.89], [0.60, -1.48, 0.08], [-3.09, 5.17, 1.00], [-2.27, 5.84, -0.12], [-2.73, 5.03, 0.12], [-2.46, 2.98, 0.33], [-2.26, 2.49, 1.71], [-1.89, 2.37, 0.82], [2.77, -2.72, -0.61], [1.96, -3.41, 0.52], [2.12, -2.56, 0.09], [4.38, -1.15, -0.10], [5.26, -1.18, -1.30], [4.58, -1.71, -0.86]],
  "lowdin_charge": [-0.021, 0.143, 0.104, 0.104, 0.099, 0.173, 0.164, 0.107, 0.049, 0.058, -0.050, 0.005, 0.036, -0.085, 0.049, 0.069, -0.051, 0.045, 0.058, -0.055]
}



--- two ---
{
  "formula": "CH14NO4",
  "method": "ωB97M-V with the def2-TZVPD basis set",
  "homo_lumo_gap_ev": 11.87,
  "mol_weight_g_mol": 104.13,
  "e_homo_ev": -14.87,
  "charge": 1,
  "lumo_ev": -3.00,
  "elements": ["C", "N", "H", "H", "H", "H", "H", "H", "H", "H", "O", "H", "H", "O", "H", "H", "O", "H", "H", "O"],
  "coordinates": [[-0.45, -2.58, -0.77], [-0.49, -1.06, -0.75], [-0.06, -2.91, -1.73], [-1.44, -3.05, -0.65], [0.10, -2.92, 0.10], [0.44, -0.73, -1.11], [-1.31, -0.83, -1.31], [-0.74, -0.75, 0.21], [-0.35, 2.62, -3.34], [0.22, 2.32, -1.96], [0.44, 2.30, -2.90], [-0.31, 1.80, 4.92], [0.87, 2.57, 4.20], [0.01, 2.17, 4.10], [-0.47, 0.81, 2.38], [-1.72, 0.05, 2.26], [-0.89, 0.17, 1.78], [1.55, 0.64, -1.76], [2.74, -0.35, -2.01], [1.85, -0.28, -1.67]],
  "lowdin_charge": [-0.018, 0.125, 0.102, 0.101, 0.096, 0.074, 0.156, 0.097, 0.055, 0.032, -0.045, 0.045, 0.045, -0.031, 0.030, 0.068, -0.049, 0.042, 0.097, -0.022]
}



The computed energies, referenced to the most stable structure and given in hartree, are one 0.0084; two 0.0000.



--- one ---
{
  "formula": "C3H22O8",
  "method": "ωB97M-V with the def2-TZVPD basis set",
  "homo_lumo_gap_ev": 10.79,
  "mol_weight_g_mol": 186.20,
  "smiles": "CC(C)O.O.O.O.O.O.O.O",
  "e_homo_ev": -10.63,
  "charge": 0,
  "lumo_ev": 0.16,
  "elements": ["C", "C", "C", "O", "H", "H", "H", "H", "H", "H", "H", "H", "O", "H", "H", "O", "H", "H", "O", "H", "H", "O", "H", "H", "O", "H", "H", "O", "H", "H", "O", "H", "H"],
  "coordinates": [[10.15, -11.09, -3.65], [9.30, -10.98, -4.88], [7.92, -11.62, -4.75], [9.16, -9.58, -5.27], [10.13, -12.14, -3.32], [9.67, -10.56, -2.82], [11.18, -10.78, -3.76], [9.75, -11.42, -5.77], [7.99, -12.71, -4.64], [7.31, -11.46, -5.64], [7.33, -11.26, -3.91], [8.56, -9.20, -4.61], [9.14, -5.59, -2.59], [8.71, -4.73, -2.49], [9.24, -5.71, -3.56], [9.15, -6.85, -8.09], [8.32, -6.56, -8.48], [9.13, -7.83, -8.14], [9.15, -6.02, -5.39], [9.35, -5.18, -5.84], [8.94, -6.63, -6.13], [13.45, -9.93, -6.10], [13.01, -10.78, -5.95], [12.77, -9.26, -5.88], [12.24, -4.33, -3.91], [11.54, -4.67, -4.48], [11.80, -3.67, -3.35], [8.91, -9.65, -8.20], [9.03, -9.75, -7.24], [9.62, -10.18, -8.60], [11.26, -8.08, -5.58], [10.48, -8.66, -5.50], [10.94, -7.20, -5.32]],
  "lowdin_charge": [-0.038, -0.449, -0.049, -0.104, 0.091, 0.096, 0.083, 0.140, 0.087, 0.083, 0.088, 0.124, -0.078, 0.029, -0.018, -0.066, 0.055, 0.007, -0.074, 0.066, 0.030, -0.075, 0.012, -0.009, -0.049, 0.005, 0.035, -0.045, 0.015, 0.070, -0.065, -0.023, 0.026]
}



--- two ---
{
  "formula": "C3H22O8",
  "method": "ωB97M-V with the def2-TZVPD basis set",
  "homo_lumo_gap_ev": 9.86,
  "mol_weight_g_mol": 186.20,
  "smiles": "CO.CO.CO.O.O.O.O.O",
  "e_homo_ev": -10.06,
  "charge": 0,
  "lumo_ev": -0.21,
  "elements": ["C", "O", "H", "H", "H", "H", "C", "O", "H", "H", "H", "H", "C", "O", "H", "H", "H", "H", "O", "H", "H", "O", "H", "H", "O", "H", "H", "O", "H", "H", "O", "H", "H"],
  "coordinates": [[-3.29, 1.33, 1.30], [-3.84, 1.45, 2.58], [-2.54, 0.54, 1.21], [-3.97, 1.39, 0.45], [-2.62, 2.18, 1.10], [-4.24, 0.62, 2.84], [2.38, -1.84, 2.04], [1.29, -2.49, 1.39], [3.34, -2.30, 1.78], [2.43, -0.80, 1.74], [2.26, -1.89, 3.12], [1.32, -3.41, 1.66], [2.57, -0.56, -2.19], [3.60, -0.71, -3.14], [1.57, -0.56, -2.63], [2.49, -1.46, -1.57], [2.83, 0.27, -1.54], [3.73, 0.08, -3.67], [0.78, 2.39, -0.09], [0.60, 1.42, -0.05], [0.10, 2.73, -0.68], [0.19, 0.84, 2.88], [0.39, 0.30, 2.10], [0.92, 1.47, 2.94], [-1.46, 1.86, -2.35], [-1.60, 0.91, -2.31], [-2.34, 2.25, -2.42], [0.04, -0.27, -0.06], [0.54, -1.06, 0.19], [-0.63, -0.59, -0.69], [-1.97, -1.14, -1.89], [-2.35, -1.30, -2.76], [-2.53, -1.63, -1.28]],
  "lowdin_charge": [-0.193, -0.098, 0.066, 0.071, 0.081, 0.075, -0.138, -0.133, 0.083, 0.075, 0.087, 0.087, -0.172, -0.120, 0.072, 0.070, 0.082, 0.072, -0.094, -0.023, 0.005, -0.056, -0.016, 0.041, -0.047, -0.002, 0.044, -0.063, 0.027, 0.015, -0.044, 0.073, 0.074]
}



The computed energies, referenced to the most stable structure and given in hartree, are one 0.0000; two 0.0712.